The following is a quantum chemistry calculation of a single C4H5NO2S molecule in a non-equilibrium geometry, from the Open Molecules 2025 dataset.

HOMO-LUMO gap, eV: 7.603
E_HOMO, eV: -9.6
ΔE to the lowest compared entry with this formula, charge and spin, kcal per mole: 176.52
2S+1: 1
LUMO level, eV: -2.009
Calculated total energy, eV: -20642.5250

Structure (XYZ):
```
13
Properties=species:S:1:pos:R:3:forces:R:3:nbo_charge:R:1
C -2.644 -0.618 0.758 1.34 -0.44 -0.56 0.218
C -1.443 -0.915 0.346 -2.29 0.12 0.72 -0.523
C -0.189 -0.928 0.055 2.41 1.69 -0.27 0.138
C 0.873 -1.936 -0.352 0.69 1.57 -2.24 -0.718
N -0.522 2.345 -0.304 2.66 -0.91 1.91 -0.998
O 0.250 1.383 1.806 -0.10 -0.40 -0.99 -0.914
O 1.858 1.327 -0.090 -1.43 -0.27 -0.33 -0.901
S 0.495 1.191 0.391 0.60 -0.73 0.75 2.114
H 1.907 -1.441 -0.585 -1.96 -0.70 0.84 0.271
H 0.565 -2.360 -1.370 0.15 0.43 1.38 0.262
H 0.977 -2.758 0.339 -0.08 -0.08 0.34 0.263
H -0.796 2.324 -1.217 -0.08 -0.45 -3.34 0.389
H -1.330 2.385 0.224 -1.92 0.18 1.78 0.398
```
Positions in Å, forces in eV/Å.



The following is a quantum chemistry calculation of a molecular structure, C2H5AlO2 in a non-equilibrium geometry, from the Open Molecules 2025 dataset.

HOMO-LUMO gap (alpha / beta), eV: 7.347 / 8.097
E_HOMO (alpha / beta), eV: -20.5 / -21.5
Net charge: +2
ΔE to the lowest compared entry with this formula, charge and spin, kcal per mole: 0.00
2S+1: 1
LUMO level (alpha / beta), eV: -13.146 / -13.431
Calculated total energy, eV: -12822.5144

Structure (XYZ):
```
10
Properties=species:S:1:pos:R:3:forces:R:3:nbo_charge:R:1
O 0.213 -1.854 1.190 3.17 -0.99 -3.68 -1.248
Al -1.284 -1.743 1.700 -2.60 -0.34 1.65 1.761
C 0.844 1.213 -0.359 1.66 1.44 -0.53 -0.291
O -0.616 0.961 -0.660 0.31 -4.82 0.98 -0.299
C -1.083 -0.218 -0.540 -0.27 5.68 -0.54 0.462
H 0.864 2.130 0.241 -0.31 -0.27 -0.16 0.273
H 1.427 0.416 0.116 -1.05 -0.33 0.05 0.245
H 1.310 1.419 -1.330 -0.41 0.06 0.09 0.274
H -2.188 -0.112 -0.623 -0.17 -1.01 -0.47 0.251
H 0.512 -2.212 0.265 -0.34 0.57 2.61 0.573
```
Positions in Å, forces in eV/Å.



The following is a quantum chemistry calculation of a molecular structure, C15H31NO3P2W in a non-equilibrium geometry, from the Open Molecules 2025 dataset.

HOMO-LUMO gap (alpha / beta), eV: 6.417 / 6.483
E_HOMO (alpha / beta), eV: -15.1 / -15.1
Net charge: +2
ΔE to the lowest compared entry with this formula, charge and spin, kcal per mole: 64.60
2S+1: 3
LUMO level (alpha / beta), eV: -8.658 / -8.665
Calculated total energy, eV: -44065.2443

Structure (XYZ):
```
53
Properties=species:S:1:pos:R:3:forces:R:3:mulliken_spin:R:1
P 2.038 2.039 -1.205 0.36 -0.66 -0.59 0.077
P -1.763 -0.902 -2.466 0.23 -1.65 1.10 0.034
C 0.525 1.296 -2.892 -2.03 -0.68 1.06 0.163
C -0.927 0.784 -2.626 -1.69 0.54 -1.53 -0.077
H 1.086 0.768 -3.699 -0.37 0.28 0.10 -0.069
H 0.472 2.394 -3.011 0.15 -1.17 -0.27 0.046
H -1.544 1.543 -2.099 0.69 -0.65 0.38 -0.023
H -1.300 0.942 -3.659 -0.01 -0.10 0.07 -0.005
C -1.530 -2.024 -3.860 -0.05 0.23 -0.33 -0.009
H -1.610 -3.003 -3.362 -0.31 0.32 -0.23 0.000
H -0.494 -1.974 -4.211 -0.27 -0.13 0.01 0.002
H -2.237 -1.916 -4.686 0.22 -0.06 0.00 0.001
C -3.518 -0.609 -2.143 0.33 0.30 -0.53 -0.001
H -4.050 -0.874 -3.068 -0.11 0.18 0.38 0.000
H -3.707 0.433 -1.867 -0.11 -0.21 -0.05 -0.001
H -3.815 -1.269 -1.317 0.20 0.13 -0.25 0.000
C 3.722 2.103 -1.926 0.28 -0.04 0.54 0.005
H 4.425 2.133 -1.095 0.42 0.11 -0.11 0.001
H 3.868 2.974 -2.594 -0.28 -0.21 0.60 0.005
H 3.907 1.203 -2.519 -0.04 0.00 0.36 0.005
C 1.521 3.835 -1.250 -0.58 -0.60 0.22 -0.006
H 0.471 3.914 -1.558 0.10 -0.01 0.28 0.000
H 2.124 4.432 -1.962 -0.02 -0.71 0.49 0.001
H 1.622 4.263 -0.248 -0.01 -0.07 -0.03 0.002
W 0.995 -0.054 -1.462 -2.66 0.99 3.01 1.920
C -0.856 1.522 -5.636 0.24 -0.81 -0.73 0.012
C -0.053 0.434 -5.630 -1.22 0.80 -1.24 0.018
C 1.103 0.315 -6.563 1.08 -0.08 0.16 0.003
C 2.102 1.481 -6.389 0.35 -0.19 -0.83 0.001
C 2.173 2.045 -5.008 0.42 1.55 -0.57 0.005
C 1.503 3.175 -4.717 1.13 -0.21 -0.66 0.008
C 0.470 3.774 -5.614 -0.51 0.32 -0.31 0.000
C -0.483 2.787 -6.343 -0.71 0.47 -0.90 0.001
C 1.486 1.057 0.520 2.40 1.80 -0.21 0.045
H -1.917 1.486 -5.355 0.51 -0.12 0.66 -0.003
H -0.274 -0.470 -5.093 -0.53 0.07 -0.11 -0.026
H 0.809 0.334 -7.629 -0.22 -0.27 0.56 0.000
H 1.608 -0.646 -6.371 -0.12 0.32 -0.22 0.002
H 3.097 1.122 -6.685 -0.18 0.17 0.08 -0.001
H 1.830 2.270 -7.119 0.41 -0.38 0.61 0.000
H 2.891 1.578 -4.328 -0.12 0.34 -0.17 -0.015
H 1.703 3.787 -3.834 0.04 -0.49 -0.02 0.000
H 0.915 4.375 -6.430 0.01 -0.01 0.56 0.000
H -0.141 4.461 -5.005 0.22 -0.11 -0.29 -0.001
H -1.425 3.337 -6.512 0.46 -0.11 -0.11 0.000
H -0.076 2.579 -7.355 -0.33 -0.03 0.58 0.001
H 0.593 1.237 1.132 0.37 0.51 -0.60 0.013
H 2.251 1.768 0.861 0.70 -0.39 0.94 0.024
H 1.929 0.029 0.604 0.38 0.63 0.33 -0.043
O 0.019 -1.388 1.161 0.49 2.46 -2.38 -0.036
N -0.239 -0.419 0.424 -4.03 -1.60 1.64 -0.061
O -1.268 0.310 0.657 3.03 -1.40 -1.25 -0.015
O -1.110 -1.716 -1.371 1.28 0.65 -0.17 -0.003
```
Positions in Å, forces in eV/Å.



The following is a quantum chemistry calculation of 2 unconnected molecules or ions with the total composition C3H5I2N2 in a non-equilibrium geometry, from the Open Molecules 2025 dataset.

HOMO-LUMO gap, eV: 7.298
E_HOMO, eV: -13.0
Net charge: +1
ΔE to the lowest compared entry with this formula, charge and spin, kcal per mole: 41.05
2S+1: 1
LUMO level, eV: -5.731
Calculated total energy, eV: -22364.3386

Structure (XYZ):
```
12
Properties=species:S:1:pos:R:3:forces:R:3:nbo_charge:R:1
C -0.965 0.044 0.285 0.39 -2.30 0.64 0.316
C 0.170 -1.721 1.555 -0.13 -1.66 0.23 0.763
C -0.528 1.310 -0.198 -0.58 3.74 -1.15 -0.787
N -0.088 -0.700 0.916 -0.60 1.36 -0.57 -0.548
N 0.391 -2.751 2.081 0.63 0.11 0.28 -0.535
I -2.913 -0.646 -0.066 0.73 0.26 0.20 0.368
I 1.746 0.583 -3.222 -0.18 -0.88 -0.13 -0.083
H 0.437 1.331 -0.817 -1.57 -0.64 0.17 0.325
H -1.426 1.971 -0.629 2.35 -1.57 0.71 0.277
H -0.086 1.855 0.660 -0.53 -0.10 0.10 0.304
H 1.077 -3.360 2.557 -0.78 0.81 -0.51 0.488
H 2.185 2.083 -3.122 0.27 0.87 0.04 0.111
```
Positions in Å, forces in eV/Å.